{
  "formula": "C7H10N3S",
  "method": "the ωB97M-V functional and the def2-TZVPD basis",
  "species": ["C", "C", "C", "C", "C", "C", "C", "N", "N", "N", "S", "H", "H", "H", "H", "H", "H", "H", "H", "H", "H"],
  "xyz": [[0.704, 1.171, 0.746], [2.149, -0.168, -0.229], [0.132, -1.536, 0.035], [1.077, 2.307, 1.274], [-2.289, 1.621, -1.158], [-1.118, 1.030, -1.102], [-0.271, -2.972, 0.220], [-0.730, -0.675, 0.398], [1.506, -1.346, -0.168], [-0.629, 0.740, 0.287], [3.530, 0.534, -0.377], [0.318, 3.077, 1.404], [2.039, 2.319, 1.558], [-2.707, 1.873, -2.149], [-2.935, 1.946, -0.348], [-0.432, 0.762, -1.969], [-0.955, -2.894, 1.072], [0.726, -3.638, 0.323], [-0.822, -3.240, -0.695], [2.053, -2.184, -0.131], [-1.346, 1.274, 1.010]],
  "forces_ev_per_a": [[0.2, -0.4, -0.6], [-3.1, -0.1, -0.8], [2.2, 0.3, 1.2], [-3.7, -0.7, -1.2], [-0.7, 0.6, -1.8], [0.8, 0.8, 0.0], [1.7, -0.3, -0.6], [-2.3, -0.3, 0.5], [-0.1, 0.5, -0.1], [0.3, 1.1, 0.9], [1.4, 0.5, 0.3], [0.5, 0.3, 0.2], [3.3, 0.9, 1.2], [0.3, -0.3, 0.6], [0.4, -0.3, 0.3], [-0.9, 0.2, 1.6], [0.3, -1.0, -0.1], [-2.8, 1.3, 0.1], [0.1, -0.4, 0.4], [0.2, -0.5, 0.0], [1.8, -2.2, -2.1]],
  "lowdin_charge": [-0.0974, -0.7111, -0.3626, 0.0670, 0.0712, -0.0945, 0.0120, 0.1175, 0.0327, -0.1082, 0.8871, 0.0966, 0.0214, 0.0956, 0.0845, 0.1632, 0.0950, 0.1421, 0.0971, 0.1339, 0.2571],
  "total_charge": 1,
  "s_squared": 2.022,
  "homo_ev": [-10.3, -13.7],
  "de_lowest_kcal_mol": 124.4,
  "spin_multiplicity": 3,
  "lumo_energy_ha": [-0.1288, -0.2351],
  "max_force_ev_per_a": 4.01
}

=====

{
  "formula": "C4H13N2",
  "method": "the ωB97M-V functional and the def2-TZVPD basis",
  "species": ["N", "C", "C", "N", "C", "C", "H", "H", "H", "H", "H", "H", "H", "H", "H", "H", "H", "H", "H"],
  "xyz": [[-0.377, 0.208, 1.032], [-1.501, -0.626, 0.866], [-2.801, 0.161, 0.939], [1.190, -0.368, -0.770], [2.551, -0.713, -0.699], [1.073, 1.009, -1.382], [0.621, -0.320, 0.180], [-0.086, 0.625, 1.956], [-2.793, 0.577, 1.960], [-1.511, -1.429, 1.631], [-1.535, -1.221, -0.195], [-3.614, -0.487, 0.797], [-2.904, 1.049, 0.321], [2.674, -1.611, -0.122], [3.102, 0.039, -0.059], [2.982, -0.828, -1.669], [1.335, 1.880, -0.758], [0.011, 1.041, -1.747], [1.583, 1.015, -2.282]],
  "forces_ev_per_a": [[-0.4, 2.2, -0.9], [1.2, -3.5, -1.3], [0.7, 2.5, 1.7], [0.1, 2.4, -1.0], [0.9, 0.0, 2.7], [-3.5, -1.5, 0.9], [-0.6, -0.3, 0.1], [-0.4, -1.5, -0.6], [-0.6, -0.3, -0.2], [-0.4, 0.4, -0.2], [0.7, 1.8, 2.1], [-1.0, -1.0, -0.2], [0.4, -0.3, -0.5], [0.0, -0.8, -0.1], [-0.1, -0.2, -1.1], [0.3, 0.2, -0.7], [0.0, -0.6, 0.1], [0.8, 0.6, 0.8], [1.8, 0.0, -1.6]],
  "lowdin_charge": [0.1381, -0.3131, -0.0478, -0.0337, -0.0926, -0.0448, 0.0361, 0.1519, 0.0935, 0.1273, 0.1889, 0.0774, 0.0913, 0.0910, 0.1372, 0.1094, 0.1179, 0.1052, 0.0669],
  "total_charge": 1,
  "homo_ev": -14.1,
  "de_lowest_kcal_mol": 165.5,
  "spin_multiplicity": 1,
  "lumo_energy_ha": -0.3049,
  "max_force_ev_per_a": 3.92
}

=====

{
  "formula": "C2HMgO2",
  "method": "the ωB97M-V functional and the def2-TZVPD basis",
  "species": ["O", "C", "O", "C", "Mg", "H"],
  "xyz": [[3.254, 0.047, 0.319], [2.141, 0.066, 0.227], [-2.066, 0.317, 0.147], [-3.146, -0.207, -0.276], [-0.205, 0.027, -0.002], [-3.218, -1.263, 0.131]],
  "forces_ev_per_a": [[-0.9, 0.0, 0.0], [0.8, 0.1, 0.0], [1.1, 0.0, -0.4], [-0.1, -0.5, 0.5], [-0.8, 0.1, 0.3], [-0.2, 0.3, -0.3]],
  "lowdin_charge": [0.2099, 0.0541, -0.3566, -0.0565, 1.1291, 0.0200],
  "total_charge": 1,
  "homo_ev": [-11.6, -11.2],
  "de_lowest_kcal_mol": 0.0,
  "spin_multiplicity": 1,
  "lumo_energy_ha": [-0.2338, -0.2268],
  "max_force_ev_per_a": 1.17
}

=====

{
  "formula": "C28H56Cl2O9",
  "method": "the ωB97M-V functional and the def2-TZVPD basis",
  "species": ["C", "Cl", "Cl", "H", "H", "C", "C", "O", "C", "H", "H", "H", "H", "H", "H", "C", "C", "O", "C", "H", "H", "H", "H", "H", "H", "C", "C", "O", "C", "H", "H", "H", "H", "H", "H", "C", "C", "O", "C", "H", "H", "H", "H", "H", "H", "C", "C", "O", "C", "H", "H", "H", "H", "H", "H", "C", "C", "O", "C", "H", "H", "H", "H", "H", "H", "C", "C", "O", "C", "H", "H", "H", "H", "H", "H", "C", "C", "O", "C", "H", "H", "H", "H", "H", "H", "C", "C", "O", "C", "H", "H", "H", "H", "H", "H"],
  "xyz": [[-4.165, 4.203, 1.120], [-2.552, 4.931, 1.343], [-5.143, 4.199, 2.578], [-4.718, 4.721, 0.341], [-4.066, 3.193, 0.731], [-1.799, 3.397, -3.988], [-2.992, 3.243, -3.077], [-3.863, 4.076, -3.017], [-2.950, 2.052, -2.113], [-2.033, 4.104, -4.787], [-1.515, 2.444, -4.439], [-0.917, 3.826, -3.509], [-2.047, 1.483, -2.322], [-3.887, 1.499, -2.157], [-2.865, 2.471, -1.112], [0.571, -0.474, 0.309], [-0.917, -0.260, 0.215], [-1.705, -1.053, -0.257], [-1.421, 1.045, 0.739], [0.846, -0.890, -0.665], [0.765, -1.143, 1.147], [1.153, 0.432, 0.415], [-0.968, 1.926, 0.275], [-1.186, 1.271, 1.787], [-2.502, 1.132, 0.661], [2.434, 3.278, 3.381], [2.389, 3.913, 2.033], [3.013, 4.917, 1.758], [1.493, 3.271, 1.007], [3.172, 3.789, 3.997], [2.708, 2.224, 3.303], [1.448, 3.363, 3.843], [0.445, 3.444, 1.257], [1.693, 2.203, 0.953], [1.705, 3.700, 0.029], [-1.236, -3.421, 5.401], [-1.056, -4.156, 4.089], [-0.382, -5.156, 4.040], [-1.558, -3.520, 2.803], [-1.226, -2.346, 5.220], [-0.453, -3.741, 6.080], [-2.208, -3.649, 5.845], [-2.241, -4.247, 2.361], [-0.806, -3.150, 2.114], [-2.191, -2.671, 3.082], [1.863, 0.167, -4.320], [1.676, 1.399, -3.476], [0.918, 1.390, -2.535], [2.268, 2.695, -3.956], [0.875, -0.162, -4.625], [2.463, -0.619, -3.860], [2.444, 0.379, -5.222], [1.660, 3.521, -3.592], [2.384, 2.828, -5.033], [3.297, 2.765, -3.585], [5.084, -3.391, 0.305], [3.833, -4.295, 0.342], [3.847, -5.318, 0.984], [2.601, -3.929, -0.475], [4.760, -2.514, -0.256], [5.826, -3.890, -0.321], [5.437, -3.280, 1.322], [2.737, -4.351, -1.471], [2.566, -2.852, -0.675], [1.664, -4.166, 0.015], [-0.950, -1.926, -3.606], [-0.096, -2.916, -2.895], [1.102, -2.961, -3.063], [-0.792, -3.878, -1.964], [-2.011, -2.175, -3.562], [-0.657, -1.879, -4.657], [-0.890, -0.922, -3.179], [-1.496, -4.464, -2.561], [-1.377, -3.417, -1.171], [0.000, -4.514, -1.574], [4.696, 0.434, -0.331], [4.625, 0.752, 1.148], [3.687, 0.284, 1.761], [5.723, 1.543, 1.802], [4.747, 1.366, -0.908], [3.797, -0.056, -0.693], [5.600, -0.145, -0.524], [6.675, 1.301, 1.339], [5.658, 1.339, 2.866], [5.456, 2.582, 1.583], [-6.533, -1.738, 1.788], [-5.600, -0.729, 2.378], [-5.223, -0.811, 3.518], [-5.174, 0.414, 1.497], [-6.022, -2.162, 0.920], [-7.494, -1.325, 1.482], [-6.744, -2.465, 2.570], [-4.331, 0.255, 0.814], [-4.889, 1.299, 2.066], [-5.958, 0.668, 0.776]],
  "forces_ev_per_a": [[-0.1, -0.1, -0.8], [-0.4, -0.3, -0.1], [0.1, 0.0, 0.1], [0.2, 0.5, 0.2], [0.3, -0.1, 0.5], [-0.1, 0.3, -1.0], [0.5, 0.1, 0.9], [-0.2, -0.1, -0.2], [0.1, 0.9, -0.5], [-0.2, -0.1, 0.0], [0.1, 0.0, 0.1], [-0.1, -0.3, 0.5], [-0.2, -0.5, 0.2], [0.1, -0.3, -0.1], [0.0, 0.0, 0.0], [-0.4, -0.4, -0.8], [-0.2, 0.8, 0.3], [0.5, -0.2, 0.0], [-0.4, 1.3, 0.8], [0.3, -0.5, 0.3], [0.2, -0.2, -0.2], [-0.2, 0.1, 0.3], [0.1, -0.3, -0.5], [0.2, -0.7, 0.1], [0.1, -0.2, -0.2], [0.3, 0.0, 0.4], [0.0, 0.5, -0.5], [0.0, -0.3, 0.2], [0.3, 0.0, -0.3], [-0.1, 0.0, 0.0], [-0.2, 0.0, 0.0], [0.0, -0.1, 0.0], [0.0, -0.1, 0.1], [-0.2, -0.1, 0.2], [-0.1, 0.1, 0.0], [-0.4, -0.1, -0.3], [1.4, 0.4, -0.3], [-0.2, -0.4, 0.1], [-1.6, 0.4, 1.0], [0.1, 0.0, 0.1], [0.0, 0.1, 0.1], [0.0, 0.0, 0.0], [0.3, 0.0, -0.5], [0.3, -0.4, 0.0], [0.0, 0.1, -0.2], [1.1, 0.2, -0.6], [-0.6, 0.1, -1.0], [0.0, -0.1, 0.6], [0.5, 0.5, 0.1], [0.1, -0.4, 0.2], [-0.6, -0.2, 0.5], [-0.2, 0.3, 0.0], [0.2, 0.0, 0.3], [-0.3, -0.5, -0.1], [-0.1, 0.2, 0.2], [-1.4, -0.7, -1.1], [0.0, -0.4, 0.3], [0.0, 0.0, 0.1], [0.9, 1.3, -0.1], [0.5, 0.5, 0.6], [0.1, -0.1, 0.2], [0.1, 0.4, 0.0], [-0.4, -0.4, 0.1], [0.1, 0.0, 0.1], [0.1, -0.6, 0.0], [-0.8, 0.5, -0.6], [-0.2, 0.0, 0.7], [0.1, 0.1, -0.1], [0.4, -0.3, -0.4], [0.1, -0.2, 0.0], [0.1, 0.1, 0.1], [0.4, -0.1, 0.1], [0.1, -0.1, 0.0], [0.2, 0.3, 0.0], [-0.3, -0.2, 0.2], [0.2, 1.0, -0.3], [-0.7, -1.4, -0.5], [0.1, 0.5, 0.5], [-0.9, -0.1, -0.5], [0.4, 0.0, 0.1], [0.0, -0.4, 0.3], [-0.1, 0.0, -0.2], [0.2, 0.1, 0.2], [0.3, 0.2, 0.1], [0.4, 0.1, 0.2], [0.0, -0.3, 0.3], [0.1, 0.5, -0.2], [0.2, -0.1, 0.4], [0.1, 0.8, -1.0], [-0.3, -0.3, 0.0], [0.2, 0.3, -0.2], [0.2, -0.3, -0.3], [0.1, -0.8, 0.4], [-0.3, -0.1, 0.3], [-0.2, 0.1, 0.3]],
  "lowdin_charge": [-1.0371, 0.5059, 0.5413, 0.0328, -0.0110, -0.0227, -0.4771, 0.0676, -0.0034, 0.0841, 0.0776, 0.0823, 0.0620, 0.0947, 0.0478, 0.0010, -0.4765, 0.0561, -0.0330, 0.0775, 0.0964, 0.0405, 0.0684, 0.1030, 0.0392, -0.0170, -0.5071, 0.0628, -0.0136, 0.0868, 0.0722, 0.0926, 0.0662, 0.0494, 0.0877, -0.0213, -0.4924, 0.0661, -0.0155, 0.0766, 0.0807, 0.0878, 0.0874, 0.0697, 0.0673, -0.0074, -0.4927, 0.0468, -0.0173, 0.0667, 0.0863, 0.0793, 0.0745, 0.0826, 0.0896, -0.0053, -0.4700, 0.0623, -0.0259, 0.0458, 0.0840, 0.0848, 0.0887, 0.0544, 0.0762, -0.0281, -0.4965, 0.0519, -0.0099, 0.0845, 0.0856, 0.0713, 0.0915, 0.0711, 0.0678, -0.0227, -0.4979, 0.0415, -0.0020, 0.0842, 0.0677, 0.0826, 0.0847, 0.0899, 0.0938, -0.0233, -0.5072, 0.0750, -0.0265, 0.0910, 0.0860, 0.0841, 0.0629, 0.0525, 0.0872],
  "total_charge": 0,
  "homo_ev": -9.2,
  "smiles": "CC(C)=O.CC(C)=O.CC(C)=O.CC(C)=O.CC(C)=O.CC(C)=O.CC(C)=O.CC(C)=O.CC(C)=O.ClCCl",
  "spin_multiplicity": 1,
  "lumo_energy_ha": 0.0078,
  "max_force_ev_per_a": 1.94
}

=====

Number 1: molar mass 168.2 g/mol, E_tot -22711.4639 eV. Number 2: molar mass 89.2 g/mol, E_tot -7326.3110 eV. Number 3: molar mass 81.3 g/mol, E_tot -11619.1539 eV. Number 4: molar mass 607.7 g/mol, E_tot -73415.3245 eV.